Formula: C3H10N2P
Source: the Open Molecules 2025 dataset
Level of theory: the ωB97M-V functional and the def2-TZVPD basis

Output
Maximum force, eV Å⁻¹: 4.05
Energy above the lowest of the compared OMol25 structures with the same formula, charge and spin, eV: 2.915
Net charge: +1
Frontier orbital gap, eV: 9.54

Element x y z (Å)
C  0.34  -1.55  0.03
C  -1.37  1.12  0.40
C  0.59  -0.18  -0.14
N  -0.68  -2.03  0.64
N  0.02  0.76  0.68
P  2.39  0.23  -0.50
H  0.87  -2.16  -0.56
H  -1.93  0.18  0.35
H  -1.77  1.59  1.26
H  -1.54  1.79  -0.51
H  0.01  -0.45  -1.36
H  -0.93  -3.01  0.87
H  -1.09  -1.18  1.19
H  0.69  1.55  0.75
H  3.01  -1.05  -0.32
H  2.66  0.70  0.81

---

Formula: C40H47GdN6S3
Source: the Open Molecules 2025 dataset
Level of theory: the ωB97M-V functional and the def2-TZVPD basis

Output
Maximum force, eV Å⁻¹: 5.04
Energy above the lowest of the compared OMol25 structures with the same formula, charge and spin, eV: 3.383
Frontier orbital gap (alpha / beta), eV: 4.18 / 5.13
2S+1: 8
Expectation value of S²: 15.89

Element x y z (Å)
Gd  -0.17  -0.28  0.85
C  0.12  -3.14  3.61
C  -1.16  -3.79  2.96
C  -1.58  -3.11  1.65
N  -1.92  -1.69  1.67
C  -2.92  -1.29  2.46
C  -4.06  -2.11  2.69
C  -5.36  -1.82  3.01
C  -5.80  -0.61  3.59
C  -5.03  0.52  3.87
C  -3.69  0.81  3.70
C  -2.77  0.16  2.82
N  -1.73  0.79  2.24
C  -1.70  2.22  2.45
C  -0.53  2.85  1.70
C  0.88  2.50  2.18
N  1.24  1.11  1.96
C  2.52  0.81  2.18
C  3.47  1.76  2.48
C  4.91  1.67  2.40
C  5.77  0.56  2.36
C  5.40  -0.76  2.48
C  4.07  -1.22  2.43
C  2.82  -0.63  2.09
N  1.82  -1.37  1.61
C  1.88  -2.83  1.62
C  1.47  -3.49  2.94
H  0.15  -3.38  4.66
H  -0.11  -2.10  3.56
H  -1.97  -3.76  3.70
H  -0.89  -4.83  2.73
H  -2.38  -3.72  1.18
H  -0.70  -3.19  0.93
H  -3.84  -3.24  2.43
H  -6.14  -2.55  2.87
H  -6.83  -0.62  3.98
H  -5.67  1.31  4.37
H  -3.33  1.75  4.09
H  -1.50  2.44  3.52
H  -2.65  2.68  2.17
H  -0.68  3.97  1.67
H  -0.58  2.43  0.62
H  0.97  2.69  3.24
H  1.66  3.19  1.74
H  2.99  2.68  2.73
H  5.44  2.67  2.29
H  6.80  0.89  2.48
H  6.13  -1.51  2.77
H  4.08  -2.30  2.56
H  2.95  -3.18  1.47
H  1.37  -3.11  0.74
H  2.34  -3.35  3.63
H  1.40  -4.54  2.71
C  3.03  -0.22  -5.53
C  3.81  0.00  -4.24
S  2.97  0.83  -2.91
C  3.83  2.45  -3.09
C  2.78  3.57  -3.17
S  1.21  2.94  -3.92
C  1.79  2.74  -5.58
C  1.08  1.65  -6.38
S  1.18  0.14  -5.46
H  3.02  -1.31  -5.81
H  3.41  0.36  -6.40
H  4.81  0.51  -4.26
H  3.93  -1.05  -3.77
H  4.61  2.56  -3.81
H  4.31  2.51  -2.05
H  3.11  4.40  -3.80
H  2.41  3.92  -2.22
H  2.88  2.60  -5.65
H  1.59  3.74  -6.06
H  1.40  1.53  -7.43
H  -0.01  1.91  -6.51
C  -5.21  2.98  -0.63
C  -5.46  1.61  -0.66
C  -4.43  0.72  -0.90
C  -3.05  1.19  -1.03
C  -2.82  2.51  -1.02
C  -3.93  3.40  -0.97
N  -1.98  0.29  -0.91
N  -2.32  -0.92  -1.34
C  -1.27  -1.65  -1.80
C  -1.63  -2.64  -2.68
C  -0.74  -3.57  -3.17
C  0.59  -3.49  -2.73
C  0.99  -2.43  -1.91
C  0.05  -1.52  -1.37
H  -5.94  3.79  -0.37
H  -6.43  1.22  -0.41
H  -4.54  -0.35  -1.00
H  -1.87  2.98  -1.15
H  -3.77  4.53  -1.07
H  -2.73  -2.75  -2.91
H  -1.00  -4.25  -3.93
H  1.36  -4.12  -3.14
H  2.05  -2.30  -1.70

---

Formula: C24H48O24
Source: the Open Molecules 2025 dataset
Level of theory: the ωB97M-V functional and the def2-TZVPD basis

Output
Maximum force, eV Å⁻¹: 10.12
Energy above the lowest of the compared OMol25 structures with the same formula, charge and spin, eV: 11.982
Frontier orbital gap, eV: 10.46

Element x y z (Å)
C  -58.53  -2.76  5.94
O  -57.95  -1.94  6.93
C  -57.75  -0.58  6.78
O  -57.56  -0.18  5.56
O  -57.48  -0.05  7.87
C  -57.36  1.37  7.80
H  -57.56  -3.07  5.32
H  -59.10  -2.03  5.14
H  -58.96  -3.62  6.25
H  -56.74  2.01  6.97
H  -56.72  1.73  8.55
H  -58.42  1.67  7.70
C  -59.84  5.35  13.24
O  -59.15  6.12  14.16
C  -58.13  6.91  13.89
O  -57.81  7.03  12.71
O  -57.50  7.55  14.83
C  -56.32  8.27  14.65
H  -60.73  4.95  13.77
H  -59.39  4.53  12.76
H  -60.22  6.03  12.44
H  -55.54  7.71  13.91
H  -55.61  8.59  15.54
H  -56.60  9.24  14.25
C  -66.52  3.91  5.82
O  -65.14  3.82  6.39
C  -65.10  3.12  7.63
O  -66.05  2.56  8.14
O  -63.89  3.13  8.10
C  -63.53  2.53  9.30
H  -66.59  4.86  5.16
H  -67.38  4.18  6.41
H  -66.89  3.12  5.16
H  -64.20  2.75  10.13
H  -62.51  2.80  9.84
H  -63.63  1.46  9.16
C  -58.93  2.29  4.23
O  -58.42  2.95  5.40
C  -58.17  4.20  5.40
O  -58.27  4.87  4.43
O  -57.69  4.62  6.58
C  -57.22  5.95  6.75
H  -59.66  1.41  4.49
H  -58.08  1.81  3.64
H  -59.34  3.05  3.59
H  -56.55  6.25  5.98
H  -56.68  6.03  7.76
H  -58.06  6.58  6.74
C  -53.95  2.76  9.88
O  -52.82  3.51  9.37
C  -52.84  4.80  9.15
O  -53.84  5.39  8.83
O  -51.57  5.49  9.22
C  -51.44  6.88  9.07
H  -53.74  1.72  9.87
H  -54.89  2.97  9.29
H  -54.35  3.24  10.82
H  -51.14  7.08  10.09
H  -52.47  7.45  8.65
H  -50.59  7.03  8.54
C  -57.81  4.12  10.11
O  -59.18  3.93  9.73
C  -59.92  4.87  9.26
O  -59.45  6.04  9.24
O  -61.07  4.44  8.92
C  -61.83  5.44  8.32
H  -57.86  4.50  11.23
H  -57.25  4.92  9.49
H  -57.09  3.32  10.25
H  -62.58  5.96  8.98
H  -62.35  4.92  7.55
H  -61.47  6.37  7.79
C  -63.08  11.33  11.47
O  -62.05  10.38  11.65
C  -60.98  10.46  10.96
O  -60.77  11.27  10.04
O  -60.32  9.38  11.08
C  -59.08  9.13  10.41
H  -63.08  12.31  11.93
H  -64.12  10.91  11.75
H  -63.15  11.66  10.43
H  -59.12  9.39  9.39
H  -58.91  8.15  10.62
H  -58.15  9.84  10.83
C  -65.27  7.44  4.20
O  -64.92  6.19  3.79
C  -63.80  5.60  4.15
O  -62.94  6.10  4.83
O  -63.64  4.35  3.73
C  -62.68  3.63  4.26
H  -66.41  7.89  4.15
H  -64.78  8.08  3.30
H  -64.88  7.70  5.11
H  -62.66  3.51  5.25
H  -61.59  4.01  3.92
H  -62.51  2.76  3.67